Record 1
Entry from the Open Molecules 2025 dataset: a molecular structure, C3H8O4 (ωB97M-V/def2-TZVPD).

```
15
C3H8O4 | the Open Molecules 2025 dataset | ωB97M-V/def2-TZVPD
C -2.132 -0.470 -0.297
C -0.806 -0.079 0.429
C 1.890 0.193 0.159
O -0.907 1.310 0.895
O 2.479 0.545 -0.933
O 2.262 -0.949 0.741
O 0.147 -0.180 -0.513
H -2.924 -0.046 0.242
H -1.845 -0.153 -1.343
H -2.071 -1.485 -0.520
H -0.645 -0.733 1.333
H 1.314 0.867 0.782
H -1.575 1.762 0.338
H 1.878 0.875 -1.583
H 2.932 -1.457 0.270
```

- Energy relative to the best compared isomer or geometry (same formula, charge and spin): 2.874 eV
- Total energy: -419.9858 a.u.
- LUMO level: 0.6018 eV
- Strongest force on any atom: 5.149 eV Å⁻¹
- HOMO: -9.054 eV
- Gap between HOMO and LUMO: 0.35485 Ha
- Net charge: 0

Record 2
Entry from the Open Molecules 2025 dataset: a molecular structure, C27H28BrMnNO3P2 (ωB97M-V/def2-TZVPD).

```
63
C27H28BrMnNO3P2 | the Open Molecules 2025 dataset | ωB97M-V/def2-TZVPD
C 3.904 -0.504 -2.756
C 2.701 0.125 -2.468
C 1.445 -0.526 -2.737
C 1.475 -1.767 -3.451
C 2.733 -2.364 -3.722
C 3.911 -1.771 -3.339
C 0.262 -2.436 -3.653
C -0.928 -1.696 -3.599
C -0.923 -0.448 -2.899
C -2.154 0.286 -2.809
C -3.347 -0.289 -3.219
C -3.357 -1.564 -3.784
C -2.176 -2.230 -4.011
H 4.833 -0.020 -2.466
H 2.730 -3.321 -4.233
H 4.857 -2.262 -3.513
H 0.251 -3.473 -3.984
H -4.274 0.245 -3.041
H -4.302 -2.005 -4.065
H -2.165 -3.196 -4.508
N 0.231 -0.105 -2.194
Mn 0.007 -0.063 0.046
C 2.655 1.464 -1.722
H 1.921 2.181 -2.130
H 3.619 1.991 -1.696
C -2.123 1.670 -2.144
H -1.336 2.355 -2.513
H -3.064 2.227 -2.253
P 2.108 1.059 -0.035
P -1.781 1.397 -0.373
C -3.373 0.817 0.291
H -3.289 0.732 1.384
H -4.183 1.518 0.040
H -3.629 -0.171 -0.105
C -1.540 3.017 0.404
H -2.455 3.627 0.320
H -1.267 2.884 1.467
H -0.722 3.541 -0.104
C 3.538 0.167 0.643
H 4.473 0.717 0.460
H 3.391 0.005 1.717
H 3.609 -0.826 0.188
C 2.069 2.620 0.879
H 1.730 2.439 1.910
H 3.068 3.083 0.875
H 1.346 3.303 0.421
C -1.034 -1.669 0.340
O -1.646 -2.056 1.297
H -0.125 -1.742 -0.668
Br 1.544 -1.497 3.182
C 0.164 -1.117 4.503
C 0.061 -2.055 5.563
C -0.763 -1.736 6.654
C -1.380 -0.474 6.698
C -1.228 0.429 5.627
C -0.605 0.071 4.410
C -0.486 1.023 3.163
O -0.336 2.249 3.375
O -0.577 0.455 1.996
H 0.554 -3.033 5.539
H -0.975 -2.473 7.454
H -2.024 -0.232 7.558
H -1.623 1.427 5.792
```

- Energy relative to the best compared isomer or geometry (same formula, charge and spin): 2.383 eV
- Total energy: -5733.6080 a.u.
- LUMO level (spin up / spin down): -4.5791 / -4.5874 eV
- Strongest force on any atom: 5.510 eV Å⁻¹
- HOMO (spin up / spin down): -10.967 / -10.988 eV
- Spin multiplicity: 5
- Gap between HOMO and LUMO (spin up / spin down): 0.23474 / 0.23523 Ha
- Net charge: +1

Record 3
Entry from the Open Molecules 2025 dataset: 4 unconnected molecules or ions with the total composition C48H37O10P2 (ωB97M-V/def2-TZVPD).

```
97
C48H37O10P2 | the Open Molecules 2025 dataset | ωB97M-V/def2-TZVPD
C -0.597 -5.417 3.209
C -0.592 -4.243 2.588
P -0.260 -2.468 1.862
C -1.753 -1.732 2.831
C -2.797 -0.922 1.876
O 0.922 -3.341 0.874
C 1.772 -2.374 0.153
C 1.790 -1.112 1.208
P 2.562 0.530 0.594
O 2.527 1.531 2.034
O 4.181 0.120 0.175
O 0.350 -0.888 1.418
H -0.406 -6.217 4.021
H 0.597 -2.294 3.016
H -1.121 -2.667 0.722
H -1.401 -1.042 3.687
H -2.351 -2.596 3.299
H -2.823 -1.321 0.794
H -3.839 -1.045 2.384
H -2.573 0.206 1.904
H 1.268 -1.858 -0.765
H 2.786 -2.897 -0.024
H 2.402 -1.488 2.123
H 1.715 1.181 2.504
H 4.802 0.196 0.942
C 12.417 4.377 2.603
C 12.446 3.998 1.262
C 11.256 3.819 0.563
C 10.032 4.007 1.208
C 10.003 4.362 2.556
C 11.199 4.558 3.250
C 8.712 4.516 3.264
O 8.687 4.831 4.443
C 7.455 4.275 2.523
C 6.231 4.360 3.191
C 5.043 4.147 2.499
C 5.070 3.858 1.136
C 6.287 3.767 0.468
C 7.483 3.966 1.163
C 8.772 3.832 0.451
O 8.799 3.574 -0.742
H 13.346 4.526 3.146
H 13.397 3.844 0.761
H 11.285 3.529 -0.483
H 11.183 4.848 4.297
H 6.202 4.588 4.253
H 4.093 4.209 3.022
H 4.142 3.699 0.595
H 6.302 3.537 -0.593
C 0.016 -7.162 -2.756
C 0.298 -6.049 -1.966
C 0.195 -4.770 -2.503
C -0.180 -4.600 -3.837
C -0.439 -5.716 -4.635
C -0.351 -6.998 -4.088
C -0.789 -5.552 -6.063
O -1.020 -6.527 -6.761
C -0.848 -4.189 -6.636
C -1.121 -4.021 -7.995
C -1.191 -2.742 -8.540
C -0.998 -1.627 -7.727
C -0.721 -1.790 -6.374
C -0.636 -3.072 -5.828
C -0.305 -3.235 -4.394
O -0.133 -2.259 -3.685
H 0.088 -8.160 -2.334
H 0.597 -6.178 -0.930
H 0.411 -3.907 -1.880
H -0.565 -7.870 -4.700
H -1.275 -4.886 -8.634
H -1.398 -2.615 -9.598
H -1.060 -0.629 -8.151
H -0.567 -0.916 -5.747
C -10.688 -0.455 3.391
C -9.429 -1.028 3.559
C -8.301 -0.395 3.045
C -8.432 0.809 2.350
C -9.695 1.370 2.161
C -10.823 0.741 2.693
C -9.852 2.620 1.383
O -10.957 3.113 1.220
C -8.651 3.257 0.800
C -8.789 4.405 0.016
C -7.664 5.018 -0.526
C -6.396 4.494 -0.279
C -6.255 3.348 0.497
C -7.384 2.722 1.030
C -7.225 1.484 1.823
O -6.117 1.023 2.036
H -11.567 -0.945 3.800
H -9.326 -1.967 4.093
H -7.322 -0.843 3.184
H -11.808 1.179 2.560
H -9.774 4.821 -0.178
H -7.774 5.907 -1.140
H -5.518 4.977 -0.696
H -5.264 2.942 0.681
```

- Energy relative to the best compared isomer or geometry (same formula, charge and spin): 3.107 eV
- Total energy: -3286.3979 a.u.
- LUMO level: 0.3732 eV
- Strongest force on any atom: 7.961 eV Å⁻¹
- HOMO: -4.967 eV
- Gap between HOMO and LUMO: 0.19624 Ha
- Net charge: -1

Record 4
Entry from the Open Molecules 2025 dataset: a molecular structure, C38H50BBiN10O5Sb2 (ωB97M-V/def2-TZVPD).

```
107
C38H50BBiN10O5Sb2 | the Open Molecules 2025 dataset | ωB97M-V/def2-TZVPD
Bi -0.197 0.694 0.061
C 0.561 -4.115 0.473
C 1.171 -3.040 1.316
C 1.315 -3.100 2.658
C 1.750 -1.811 3.272
N 2.432 -1.116 1.180
N 1.556 -1.923 0.615
B 3.207 -0.020 0.419
N 2.830 1.399 0.951
C 3.561 2.157 1.774
C 3.032 3.431 1.792
C 1.940 3.377 0.928
C 1.117 4.518 0.436
N 1.803 2.137 0.436
N 2.886 -0.122 -1.088
C 3.701 -0.716 -1.977
C 3.054 -0.780 -3.186
C 1.802 -0.202 -2.952
C 0.727 0.017 -3.957
N 1.697 0.182 -1.678
N 4.700 -0.212 0.589
C 5.683 0.626 0.167
C 6.879 -0.025 0.315
C 6.532 -1.295 0.833
C 7.439 -2.424 1.200
N 5.224 -1.401 0.983
H 0.232 -4.954 1.085
H 1.269 -4.475 -0.273
H -0.305 -3.715 -0.061
H 1.071 -3.970 3.247
H 2.139 -1.921 4.286
H 4.426 1.748 2.269
H 3.402 4.290 2.327
H 1.090 5.332 1.157
H 0.088 4.240 0.206
H 1.559 4.913 -0.480
H 4.683 -1.049 -1.685
H 3.429 -1.177 -4.113
H 0.807 -0.718 -4.758
H 0.816 1.005 -4.418
H -0.253 -0.094 -3.508
H 5.456 1.607 -0.220
H 7.862 0.347 0.082
H 8.458 -2.223 0.874
H 7.107 -3.353 0.737
H 7.455 -2.577 2.280
O -4.518 -0.493 0.443
C -3.378 -0.187 0.758
O -2.674 0.783 0.293
C -2.718 -0.949 1.903
C -3.431 -1.813 2.721
C -2.783 -2.379 3.809
C -1.445 -2.084 4.037
C -0.812 -1.221 3.159
N -1.436 -0.670 2.121
C 0.623 -0.757 3.259
O 2.828 -1.275 2.508
O 0.854 0.424 3.174
H -4.471 -2.004 2.498
H -3.315 -3.042 4.479
H -0.913 -2.510 4.877
C -2.682 1.666 3.585
Sb -1.405 2.580 2.165
C -0.409 3.854 3.545
C -2.894 3.896 1.338
C -2.337 5.097 0.638
C -1.922 6.193 1.395
C -1.356 7.312 0.809
C -1.205 7.360 -0.570
C -1.636 6.292 -1.337
C -2.198 5.153 -0.757
C -2.639 4.040 -1.657
Sb -1.206 2.498 -2.073
C 0.358 3.662 -2.916
C -2.186 1.799 -3.822
H -3.046 2.469 4.225
H -2.148 0.933 4.187
H -3.524 1.193 3.082
H -1.166 4.332 4.166
H 0.193 4.610 3.052
H 0.235 3.231 4.165
H -3.508 4.190 2.191
H -3.493 3.252 0.697
H -2.057 6.165 2.471
H -1.049 8.148 1.424
H -0.776 8.232 -1.047
H -1.550 6.342 -2.417
H -2.813 4.427 -2.663
H -3.553 3.545 -1.331
H 0.148 3.823 -3.973
H 1.307 3.141 -2.799
H 0.404 4.623 -2.408
H -1.596 2.140 -4.670
H -3.174 2.257 -3.847
H -2.274 0.721 -3.831
C -3.976 -3.322 -2.324
N -3.353 -2.011 -2.288
C -4.196 -0.885 -2.653
C -2.130 -1.855 -1.792
O -1.518 -0.785 -1.678
H -4.832 -3.343 -1.648
H -3.259 -4.080 -2.016
H -4.314 -3.552 -3.335
H -5.125 -0.939 -2.089
H -4.403 -0.904 -3.724
H -3.693 0.035 -2.379
H -1.663 -2.805 -1.500
```

- Energy relative to the best compared isomer or geometry (same formula, charge and spin): 3.511 eV
- Total energy: -3121.5637 a.u.
- LUMO level (spin up / spin down): -2.6380 / -2.6503 eV
- Strongest force on any atom: 0.414 eV Å⁻¹
- HOMO (spin up / spin down): -9.184 / -10.652 eV
- Spin multiplicity: 2
- Gap between HOMO and LUMO (spin up / spin down): 0.24056 / 0.29407 Ha
- Net charge: +1

Record 5
Entry from the Open Molecules 2025 dataset: 2 unconnected molecules or ions with the total composition C2HF3O (ωB97M-V/def2-TZVPD).

```
7
C2HF3O | the Open Molecules 2025 dataset | ωB97M-V/def2-TZVPD
O 0.696 2.627 0.683
C 0.931 1.492 0.465
C 1.001 0.216 0.097
F 1.693 -0.199 -0.974
F 0.697 -0.872 0.881
F -2.168 -1.311 -0.497
H -2.850 -1.953 -0.655
```

- SMILES: O=C=C(F)F.F
- Energy relative to the best compared isomer or geometry (same formula, charge and spin): 2.188 eV
- Total energy: -451.5579 a.u.
- LUMO level: -0.4549 eV
- Strongest force on any atom: 2.026 eV Å⁻¹
- HOMO: -9.325 eV
- Gap between HOMO and LUMO: 0.32597 Ha
- Net charge: 0

Record 6
Entry from the Open Molecules 2025 dataset: a molecular structure, C3H5NO2 (ωB97M-V/def2-TZVPD).

```
11
C3H5NO2 | the Open Molecules 2025 dataset | ωB97M-V/def2-TZVPD
O -1.522 -0.752 -0.797
C -0.830 0.064 0.077
C 0.241 -0.568 0.962
N 1.149 0.766 0.469
C 0.319 0.733 -0.611
O 0.497 0.832 -1.808
H -1.063 -0.577 -1.639
H -1.452 0.767 0.644
H -0.055 -0.778 2.010
H 0.596 -1.499 0.499
H 2.121 1.012 0.194
```

- Energy relative to the best compared isomer or geometry (same formula, charge and spin): 2.224 eV
- Total energy: -322.4926 a.u.
- LUMO level: 0.8785 eV
- Strongest force on any atom: 1.582 eV Å⁻¹
- HOMO: -10.323 eV
- Gap between HOMO and LUMO: 0.41163 Ha
- Net charge: 0